An isolated ion of composition C3H2NOS2 and charge -1 in a non-equilibrium geometry. Source: the OMol25 dataset; level of theory: ωB97M-V/def2-TZVPD.

Last column: Mulliken charge in e.
Positions of all 9 atoms, in Å:
C (-0.751, -0.851, 0.920)  -0.393
C (1.742, 0.132, 0.603)  -0.390
C (-0.482, 0.808, -0.828)  0.444
N (-0.963, -0.383, -0.304)  -0.018
O (-0.978, 1.289, -1.833)  -0.579
S (3.071, 0.278, 1.517)  -0.393
S (0.864, 1.557, 0.022)  -0.028
H (-1.044, -1.922, 0.935)  0.107
H (-1.460, -0.908, -1.033)  0.250

Computed properties:
Net charge: -1
E_LUMO (alpha / beta) in eV: 3.711 / 3.711
Relative energy (zero: lowest compared OMol25 entry of this formula, charge and spin) in eV: 5.084
HOMO energy (alpha / beta) in hartree: -0.0813 / -0.0813
Kohn-Sham gap (alpha / beta) in eV: 5.92 / 5.92
Electronic energy in a.u.: -1041.797785

***

A 6-piece molecular cluster, C2H14O6 overall in a non-equilibrium geometry. Source: the OMol25 dataset; level of theory: ωB97M-V/def2-TZVPD.

Last column: Mulliken charge in e.
Positions of all 22 atoms, in Å:
C (3.002, -0.868, 0.033)  -0.850
C (1.745, -0.675, -0.372)  0.215
O (1.357, -1.189, -1.519)  -0.527
H (3.503, -0.582, 0.957)  0.241
H (3.586, -1.542, -0.647)  0.180
H (1.025, 0.057, 0.081)  0.312
H (0.362, -1.146, -1.524)  0.456
O (-1.586, -1.065, -1.623)  -0.669
H (-2.016, -1.791, -1.976)  0.244
H (-2.240, -0.336, -1.225)  0.388
O (-3.036, 0.606, -0.119)  -0.675
H (-3.925, 0.271, -0.116)  0.318
H (-2.851, 0.519, 0.773)  0.387
O (-2.697, -0.064, 2.470)  -0.689
H (-1.941, 0.507, 2.332)  0.363
H (-2.489, -0.892, 2.761)  0.294
O (1.052, 1.368, 2.597)  -0.600
H (1.528, 0.627, 2.934)  0.305
H (1.699, 2.034, 2.700)  0.293
O (1.643, 1.520, -2.781)  -0.621
H (0.893, 2.037, -2.966)  0.294
H (1.388, 0.602, -2.769)  0.341

Computed properties:
E_LUMO in eV: 0.270
Relative energy (zero: lowest compared OMol25 entry of this formula, charge and spin) in eV: 1.231
HOMO energy in hartree: -0.3086
Kohn-Sham gap in eV: 8.67
Electronic energy in a.u.: -535.980432

***

An isolated ion of composition CH4BrN4 and charge +1 in a non-equilibrium geometry. Source: the OMol25 dataset; level of theory: ωB97M-V/def2-TZVPD.

Last column: Mulliken charge in e.
Positions of all 10 atoms, in Å:
H (-0.398, -2.315, -1.550)  0.279
N (-0.419, -1.817, -0.658)  -0.393
N (-0.531, -0.601, -0.765)  0.170
C (-0.251, 0.293, 0.086)  0.574
N (-0.961, 1.384, 0.393)  -0.289
N (1.251, 0.209, 0.504)  -0.319
Br (1.963, -1.469, 0.779)  0.180
H (-1.887, 1.114, 0.183)  0.273
H (-0.457, 2.172, 0.737)  0.261
H (1.688, 1.032, 0.291)  0.265

Computed properties:
Net charge: +1
E_LUMO (alpha / beta) in eV: -5.961 / -5.960
Relative energy (zero: lowest compared OMol25 entry of this formula, charge and spin) in eV: 1.922
HOMO energy (alpha / beta) in hartree: -0.5304 / -0.5304
Kohn-Sham gap (alpha / beta) in eV: 8.47 / 8.47
Electronic energy in a.u.: -2833.135094

***

A 2-piece molecular cluster, C3H11N2O2P overall in a non-equilibrium geometry. Source: the OMol25 dataset; level of theory: ωB97M-V/def2-TZVPD.

Last column: Mulliken charge in e.
Positions of all 19 atoms, in Å:
C (0.160, -2.126, -1.754)  -0.761
O (1.016, -1.346, -0.978)  -0.231
P (1.322, 0.221, -1.447)  0.268
N (1.915, 0.659, 0.119)  -0.577
O (2.784, 0.223, -2.246)  -0.429
H (-0.675, -2.575, -1.233)  0.267
H (0.688, -2.951, -2.202)  0.281
H (-0.225, -1.630, -2.582)  0.334
H (2.014, 1.642, 0.428)  0.251
H (1.370, 0.298, 0.915)  0.277
H (3.364, 0.381, -1.542)  0.294
C (-1.581, 1.352, 0.289)  -0.346
N (-1.098, 1.113, 1.421)  -0.235
C (-1.710, 0.557, 2.503)  -0.727
H (-1.077, 1.705, -0.582)  0.317
H (-2.654, 1.270, 0.259)  0.232
H (-1.594, 1.212, 3.436)  0.255
H (-2.793, 0.349, 2.317)  0.293
H (-1.225, -0.355, 2.879)  0.235

Computed properties:
E_LUMO in eV: 1.003
Relative energy (zero: lowest compared OMol25 entry of this formula, charge and spin) in eV: 2.639
HOMO energy in hartree: -0.3216
Kohn-Sham gap in eV: 9.75
Electronic energy in a.u.: -722.230257

***

C45H74GeIrN4O2P4S2 as an isolated structure in a non-equilibrium geometry. Source: the OMol25 dataset; level of theory: ωB97M-V/def2-TZVPD.

Last column: Mulliken charge in e.
Positions of all 133 atoms, in Å:
Ir (0.288, -0.401, -0.842)  3.614
C (1.882, 3.594, -0.294)  -0.462
C (1.775, 3.333, -1.791)  -0.008
C (1.196, 4.586, -2.446)  -1.747
P (0.851, 1.723, -2.127)  -0.242
C (-0.870, 2.373, -2.388)  -1.896
N (-1.461, 2.662, -1.111)  0.842
Ge (-1.181, 1.334, 0.396)  1.331
N (0.054, 2.001, 2.005)  0.177
C (1.316, 1.386, 2.294)  -2.582
P (1.784, -0.042, 1.167)  -1.225
C (1.701, -1.465, 2.369)  2.169
C (2.612, -1.365, 3.590)  -1.682
C (0.236, -1.652, 2.758)  -1.425
C (3.633, 0.104, 0.818)  1.057
C (3.914, 0.395, -0.655)  -1.296
C (4.389, 1.096, 1.695)  -1.774
C (-0.282, 3.182, 2.556)  0.294
C (0.537, 3.925, 3.430)  -0.894
C (0.151, 5.165, 3.881)  -0.985
C (-1.053, 5.721, 3.466)  -1.052
C (-1.880, 5.010, 2.608)  -0.105
C (-1.532, 3.742, 2.181)  0.211
N (-2.398, 2.913, 1.380)  1.236
C (-3.052, 3.645, 0.320)  0.175
C (-4.188, 4.405, 0.523)  -0.263
C (-4.735, 5.140, -0.518)  -1.021
C (-4.151, 5.093, -1.778)  -0.927
C (-3.053, 4.296, -2.011)  -0.619
C (-2.481, 3.541, -0.971)  0.240
C (-3.379, 2.195, 2.152)  0.161
C (-3.974, 2.684, 3.298)  -0.159
C (-4.984, 1.964, 3.919)  -1.122
C (-5.397, 0.746, 3.394)  -0.873
C (-4.785, 0.221, 2.278)  -0.740
C (-3.751, 0.927, 1.640)  0.053
N (-3.036, 0.473, 0.586)  0.471
C (-3.213, -0.872, 0.118)  -2.885
P (-2.118, -1.299, -1.333)  -0.064
C (-3.162, -0.703, -2.797)  0.966
C (-3.880, 0.617, -2.493)  -1.737
C (-4.200, -1.689, -3.327)  -1.636
C (-2.281, -3.171, -1.397)  0.603
C (-3.557, -3.761, -0.792)  -1.868
C (-1.071, -3.825, -0.738)  -1.192
C (1.485, 1.189, -3.797)  0.739
C (0.815, -0.128, -4.177)  -1.234
C (1.403, 2.187, -4.945)  -1.538
H (2.471, 4.491, -0.111)  0.830
H (2.352, 2.753, 0.207)  -0.590
H (0.892, 3.751, 0.133)  -0.098
H (2.779, 3.153, -2.198)  0.858
H (0.304, 4.921, -1.920)  0.271
H (0.967, 4.459, -3.499)  0.381
H (1.936, 5.381, -2.366)  0.462
H (-1.434, 1.592, -2.912)  -0.424
H (-0.823, 3.260, -3.024)  1.161
H (1.303, 0.997, 3.321)  1.004
H (2.124, 2.120, 2.229)  1.008
H (2.012, -2.338, 1.782)  -1.325
H (2.361, -0.522, 4.231)  0.290
H (3.658, -1.287, 3.307)  0.407
H (2.503, -2.268, 4.188)  0.523
H (-0.145, -0.784, 3.295)  0.318
H (0.122, -2.521, 3.403)  0.546
H (-0.370, -1.800, 1.861)  0.022
H (3.988, -0.913, 1.026)  0.559
H (3.632, 1.409, -0.925)  0.095
H (3.373, -0.291, -1.304)  -0.072
H (4.980, 0.286, -0.849)  0.697
H (4.198, 2.122, 1.387)  0.328
H (5.459, 0.930, 1.584)  0.443
H (4.141, 0.986, 2.747)  0.380
H (1.478, 3.513, 3.755)  0.567
H (0.792, 5.713, 4.552)  0.460
H (-1.361, 6.688, 3.828)  0.488
H (-2.805, 5.454, 2.276)  0.581
H (-4.660, 4.417, 1.494)  0.653
H (-5.604, 5.752, -0.345)  0.494
H (-4.571, 5.671, -2.586)  0.501
H (-2.644, 4.249, -3.008)  0.568
H (-3.662, 3.631, 3.714)  0.564
H (-5.465, 2.361, 4.798)  0.457
H (-6.197, 0.197, 3.866)  0.443
H (-5.109, -0.735, 1.898)  0.537
H (-4.255, -1.039, -0.182)  0.938
H (-2.969, -1.594, 0.911)  0.853
H (-2.425, -0.542, -3.594)  -0.034
H (-4.869, 0.422, -2.086)  0.470
H (-4.017, 1.194, -3.406)  0.443
H (-3.348, 1.227, -1.770)  0.227
H (-4.988, -1.855, -2.597)  0.306
H (-3.779, -2.645, -3.618)  0.387
H (-4.664, -1.257, -4.212)  0.472
H (-2.245, -3.411, -2.467)  0.725
H (-3.534, -3.712, 0.295)  0.312
H (-3.616, -4.812, -1.073)  0.540
H (-4.461, -3.278, -1.151)  0.308
H (-0.946, -3.498, 0.293)  -0.056
H (-0.167, -3.597, -1.294)  -0.241
H (-1.187, -4.907, -0.735)  0.734
H (2.545, 0.988, -3.589)  0.402
H (-0.202, 0.031, -4.528)  0.258
H (0.793, -0.812, -3.320)  -0.026
H (1.374, -0.608, -4.975)  0.576
H (0.378, 2.483, -5.149)  0.267
H (1.796, 1.717, -5.844)  0.459
H (2.005, 3.071, -4.763)  0.378
C (2.413, -6.695, 1.147)  -1.608
C (1.805, -5.431, 1.720)  0.938
C (0.445, -5.687, 2.350)  -1.424
O (1.594, -4.401, 0.711)  0.116
P (2.491, -4.160, -0.566)  0.197
S (2.207, -5.591, -1.959)  -0.233
S (2.027, -2.329, -1.349)  -0.540
O (3.939, -4.113, 0.089)  -0.094
C (5.202, -3.787, -0.531)  1.233
C (5.245, -4.186, -1.992)  -1.453
C (6.281, -4.470, 0.295)  -1.675
H (2.556, -7.414, 1.948)  0.488
H (3.378, -6.483, 0.695)  0.270
H (1.758, -7.128, 0.395)  0.353
H (2.481, -4.996, 2.465)  0.126
H (-0.204, -6.213, 1.654)  0.344
H (-0.026, -4.748, 2.635)  0.194
H (0.562, -6.299, 3.241)  0.472
H (5.296, -2.697, -0.455)  -0.224
H (5.122, -5.261, -2.108)  0.357
H (6.201, -3.890, -2.414)  0.454
H (4.455, -3.674, -2.541)  0.344
H (6.226, -5.550, 0.189)  0.380
H (6.174, -4.222, 1.348)  0.356
H (7.257, -4.139, -0.045)  0.459

Computed properties:
Net charge: +2
Multiplicity: 6
E_LUMO (alpha / beta) in eV: -4.425 / -7.857
HOMO energy (alpha / beta) in hartree: -0.3662 / -0.4308
Kohn-Sham gap (alpha / beta) in eV: 5.54 / 3.87
Electronic energy in a.u.: -6471.202296

***

C4H9N3O as an isolated structure in a non-equilibrium geometry. Source: the OMol25 dataset; level of theory: ωB97M-V/def2-TZVPD.

Last column: Mulliken charge in e.
Positions of all 17 atoms, in Å:
C (1.503, -0.587, 0.576)  -0.755
C (1.058, 0.814, -0.164)  -0.190
C (-0.112, 1.835, 0.379)  -0.359
C (-2.510, -0.092, -0.262)  0.032
H (1.032, -1.766, -1.570)  0.277
H (1.560, -2.378, 0.235)  0.184
H (2.491, -0.468, 0.790)  0.457
H (0.734, -0.778, 1.430)  0.323
H (1.814, 1.077, -0.862)  0.306
H (0.043, 2.841, -0.205)  0.257
H (-0.226, 1.686, 1.463)  0.348
H (-0.917, -1.092, -0.333)  0.227
H (-2.730, 0.793, -0.976)  0.311
N (1.120, -1.696, -0.267)  -0.586
N (-0.403, 0.788, -0.619)  -0.240
N (-1.104, -0.158, -0.001)  -0.029
O (-3.352, -0.819, 0.386)  -0.564

Computed properties:
E_LUMO in eV: 0.754
Relative energy (zero: lowest compared OMol25 entry of this formula, charge and spin) in eV: 6.917
HOMO energy in hartree: -0.3131
Kohn-Sham gap in eV: 9.27
Electronic energy in a.u.: -397.096441